45
Properties=species:S:1:pos:R:3:lowdin_charge:R:1 method="wB97M-V/def2-TZVPD" spin_multiplicity=1 e_above_lowest_kj_mol=282.5 charge=0 e_homo_ha=-0.3079
N -1.6314 2.9067 2.5461 0.157
C -1.2441 3.1480 1.2967 -0.430
N -1.2268 4.3186 0.9530 0.147
N -0.9634 4.3276 -0.4153 0.012
C -0.9754 5.4438 -1.3194 0.016
C -0.7734 5.1556 -2.6572 -0.524
Cl -1.1200 6.4284 -3.9550 0.554
C -0.2737 3.8118 -3.0336 -0.091
N -0.3440 2.7884 -2.1521 0.131
C -0.5941 3.0001 -0.7767 -0.172
C -0.7787 2.2477 0.2919 -0.050
C -0.7206 0.8330 0.3272 -0.448
O -1.0078 0.3687 1.3905 0.089
N -0.4448 0.1287 -0.8189 0.149
C -0.1829 -1.3209 -0.7744 -0.235
C -0.0103 -1.7698 -2.2285 -0.136
N 1.3097 -1.2534 -2.7358 -0.053
C 2.3403 -0.7946 -1.7506 -0.210
C 2.3619 -1.8230 -0.5904 -0.094
C 0.9325 -1.8720 0.1099 -0.251
O 0.6177 -3.1856 0.6114 -0.069
C 0.4099 -3.3064 2.0188 -0.312
C 0.0531 -4.6214 2.7835 -0.198
N -0.8628 -3.9170 3.6175 -0.041
C -0.7900 -2.7249 2.7391 -0.160
H -1.3620 2.0047 2.9113 0.090
H -1.4909 3.6756 3.2221 0.125
H -1.2105 6.3714 -1.0373 0.076
H -0.2248 3.6594 -4.0693 0.082
H -0.2283 0.5465 -1.6734 0.077
H -1.1132 -1.8573 -0.4712 0.160
H -0.1004 -2.8388 -2.3161 0.111
H -0.7575 -1.5005 -2.9007 0.094
H 1.2013 -0.5265 -3.4176 0.081
H 3.3610 -0.8325 -2.1628 0.108
H 2.0676 0.2561 -1.3516 0.124
H 2.7403 -2.8436 -0.9181 0.137
H 3.1660 -1.5418 0.0806 0.096
H 0.8161 -1.2637 0.9864 0.124
H 1.2849 -3.0756 2.5706 0.129
H 0.9162 -5.2298 3.1747 0.124
H -0.3741 -5.2680 1.9776 0.116
H -0.5351 -3.7767 4.5907 0.118
H -0.5971 -1.7541 3.3021 0.122
H -1.6403 -2.5228 2.0243 0.125

***

67
Properties=species:S:1:pos:R:3:lowdin_charge:R:1 method="wB97M-V/def2-TZVPD" spin_multiplicity=1 e_above_lowest_kj_mol=156.9 charge=0 e_homo_ha=-0.2467
C -3.9394 -2.7860 0.2769 -0.082
C -2.6656 -1.9387 0.2780 -0.541
C -2.6755 -1.0629 -0.9744 -0.046
C -2.6921 -1.0323 1.5120 -0.049
C -1.3893 -2.8136 0.2936 -0.090
C -0.0774 -2.1875 0.3142 -0.219
O -0.0041 -0.8817 0.3432 -0.121
C 1.0838 -3.0767 0.3290 -0.083
C 2.5338 -2.5388 0.2266 -0.536
C 3.5944 -3.6359 0.3718 -0.084
C 2.7996 -1.5292 1.3401 -0.041
C 2.7214 -1.9254 -1.1612 -0.037
C 0.8903 -4.4476 0.3885 -0.066
C -0.3771 -5.0175 0.3610 -0.104
C -1.4960 -4.1965 0.2941 -0.064
H -3.9977 -3.4173 1.1710 0.086
H -4.8211 -2.1325 0.2725 0.083
H -3.9938 -3.4196 -0.6163 0.085
H -1.8039 -0.4047 -0.9492 0.041
H -2.6299 -1.6860 -1.8764 0.097
H -3.5881 -0.4551 -1.0078 0.087
H -1.8409 -0.3448 1.4922 0.042
H -3.6185 -0.4449 1.5269 0.085
H -2.6403 -1.6383 2.4248 0.094
H 3.5244 -4.3765 -0.4325 0.082
H 4.5931 -3.1830 0.3169 0.086
H 3.5125 -4.1437 1.3395 0.086
H 2.0101 -0.7806 1.3741 0.043
H 2.8206 -2.0457 2.3080 0.094
H 3.7640 -1.0313 1.1817 0.085
H 1.9330 -1.1991 -1.3797 0.062
H 3.6903 -1.4161 -1.2275 0.085
H 2.6827 -2.7118 -1.9265 0.096
H 1.7519 -5.1163 0.4440 0.094
H -0.4904 -6.1008 0.3866 0.093
H -2.4795 -4.6690 0.2493 0.095
C -1.6382 3.9261 3.4697 -0.010
N -1.3454 3.3465 2.1719 -0.086
C -0.9073 2.0731 1.9545 0.031
C -0.4216 1.9494 0.6406 -0.097
C 0.5469 0.9316 0.2405 0.046
C 1.1234 1.0500 -1.1340 -0.234
C 0.2995 0.8684 -2.2524 -0.044
C 0.8265 0.9738 -3.5415 -0.061
C 2.1773 1.2875 -3.7208 -0.072
C 3.0057 1.4679 -2.6097 -0.072
C 2.4845 1.3524 -1.3174 -0.033
C -0.6819 3.2482 -0.0071 -0.084
C -0.2755 3.8538 -1.1935 -0.010
C -0.3585 5.2473 -1.3361 -0.074
C -0.8589 6.0558 -0.3060 -0.083
C -1.3262 5.4729 0.8803 -0.015
C -1.2395 4.0907 0.9943 -0.164
H -2.2357 4.8314 3.3336 0.083
H -2.1891 3.2002 4.0764 0.098
H -0.7175 4.2008 4.0089 0.104
H -0.8839 1.3308 2.7458 0.150
H 1.2764 0.7651 1.0357 0.119
H -0.7662 0.6936 -2.1018 0.113
H 0.1670 0.8180 -4.3970 0.111
H 2.5807 1.3952 -4.7287 0.106
H 4.0652 1.6993 -2.7372 0.108
H 3.1215 1.4987 -0.4392 0.126
H 0.1079 3.2441 -2.0068 0.095
H -0.0168 5.7088 -2.2638 0.105
H -0.8824 7.1387 -0.4272 0.103
H -1.7235 6.0669 1.7029 0.102

***

15
Properties=species:S:1:pos:R:3:lowdin_charge:R:1 method="wB97M-V/def2-TZVPD" spin_multiplicity=1 e_above_lowest_kj_mol=0.0 charge=-1 e_homo_ha=-0.1445
C -0.1163 0.2254 -1.2303 -0.036
C 0.8281 -0.0963 -0.0768 -0.513
C 0.0546 -0.0202 1.2347 -0.067
O 1.6361 -1.3084 -0.1872 0.059
C 2.9134 -0.9906 -0.0460 -0.693
O 3.7948 -1.7831 0.1405 0.067
N 3.1786 0.2994 -0.1507 0.123
C 2.0536 0.9170 0.0241 -0.745
S 1.6351 2.6312 0.1848 0.359
H -0.6845 1.0398 -0.8950 0.043
H -0.9268 -0.5247 -1.1257 0.089
H 0.2931 0.1222 -2.1774 0.065
H 0.6947 0.3677 2.0525 0.081
H -0.2518 -1.0678 1.5532 0.098
H -0.8569 0.5756 1.2435 0.070

***

126
Properties=species:S:1:pos:R:3:lowdin_charge:R:1 method="wB97M-V/def2-TZVPD" spin_multiplicity=1 charge=-2 e_homo_ha=-0.0562
Y 0.5365 -0.8901 0.4212 1.630
C 3.7400 -4.5176 0.5511 -0.071
C 4.1881 -4.7807 1.8414 -0.093
C 3.7068 -3.9906 2.8528 -0.033
C 2.8082 -2.9334 2.5755 -0.334
N 2.3862 -2.6785 1.3204 0.097
C 2.8512 -3.4748 0.3572 -0.161
N 2.4467 -2.2514 3.6808 0.154
C 1.6659 -1.2229 3.7881 -0.306
N 1.0316 -0.4394 2.8844 0.083
C 0.3162 0.4866 3.5843 -0.327
N -0.6106 1.3260 3.2633 0.176
C -1.2322 1.5585 2.0887 -0.331
C -2.4575 2.2482 2.2273 -0.022
C -3.1662 2.6322 1.1192 -0.067
C -2.6087 2.3761 -0.1275 -0.057
C -1.4212 1.6742 -0.1841 -0.167
N -0.7428 1.2439 0.8772 0.072
C 0.5907 0.3637 5.0349 -0.113
C 0.1383 1.0506 6.1429 -0.016
C 0.4980 0.5654 7.3926 -0.101
C 1.2783 -0.5759 7.5248 -0.102
C 1.7457 -1.2527 6.4075 -0.019
C 1.3975 -0.7594 5.1664 -0.108
H 4.0652 -5.1008 -0.2969 0.094
H 4.8929 -5.5805 2.0421 0.095
H 3.9861 -4.1410 3.8834 0.096
H 2.4865 -3.2545 -0.6323 0.071
H -2.8089 2.4304 3.2288 0.102
H -4.1225 3.1311 1.2112 0.099
H -3.0885 2.7022 -1.0376 0.097
H -0.9706 1.4637 -1.1393 0.060
H -0.4899 1.9218 6.0333 0.107
H 0.1543 1.0792 8.2791 0.088
H 1.5186 -0.9473 8.5122 0.088
H 2.3461 -2.1452 6.4886 0.103
C 0.8970 1.7745 -6.5027 -0.070
C 0.8511 1.6722 -5.0066 -0.300
C 0.0545 2.5352 -4.2606 -0.072
C 0.1754 2.6044 -2.8958 -0.067
C 1.1228 1.8301 -2.1809 -0.253
N 1.4186 1.9580 -0.8645 0.057
C 1.4565 3.1696 -0.3026 -0.240
C 1.4339 4.3784 -1.0507 -0.040
C 1.3106 5.6144 -0.4756 -0.082
C 1.2416 5.7462 0.9068 -0.319
C 0.9895 7.0776 1.5536 -0.083
C 1.4795 4.6091 1.6645 -0.001
C 1.6506 3.3514 1.1013 -0.122
N 2.1960 2.3330 1.9063 -0.068
C 2.3954 2.3942 3.2451 -0.094
C 3.3258 1.4343 3.5719 -0.074
C 3.6005 0.7984 2.3584 -0.172
N 2.9118 1.3432 1.3709 0.092
C 1.8060 0.8528 -2.9433 -0.122
C 1.6750 0.7913 -4.3210 0.007
N 2.8032 0.0967 -2.3049 -0.074
C 4.0454 -0.0484 -2.8064 -0.068
C 4.8096 -0.6480 -1.8334 -0.053
C 3.9308 -0.8234 -0.7613 -0.163
N 2.7198 -0.3734 -1.0609 0.034
H -0.0192 2.2172 -6.8919 0.065
H 1.0538 0.8040 -6.9680 0.068
H 1.7305 2.4222 -6.7944 0.072
H -0.6531 3.1817 -4.7687 0.109
H -0.4527 3.2921 -2.3491 0.111
H 1.5275 4.3148 -2.1251 0.098
H 1.2850 6.5013 -1.1006 0.097
H 1.1500 7.8798 0.8335 0.061
H 1.6520 7.2296 2.4073 0.065
H -0.0417 7.1426 1.9111 0.069
H 1.5692 4.7336 2.7341 0.100
H 1.8521 3.0498 3.8924 0.112
H 3.7194 1.2161 4.5475 0.096
H 4.2747 -0.0179 2.1825 0.091
H 2.2374 0.0504 -4.8713 0.116
H 4.3023 0.2999 -3.7863 0.114
H 5.8454 -0.9180 -1.8905 0.081
H 4.1420 -1.2498 0.1985 0.082
C -7.0365 -0.7865 0.9683 -0.078
C -5.6298 -0.8954 0.4520 -0.301
C -5.3362 -0.7954 -0.8998 -0.068
C -4.0450 -0.8975 -1.3490 -0.026
C -2.9156 -1.0477 -0.4993 -0.222
N -1.6406 -1.0348 -0.9657 0.013
C -1.4593 -0.8648 -2.3295 -0.229
C -2.0612 0.1880 -3.0525 -0.055
C -2.0866 0.2283 -4.4251 -0.061
C -1.4694 -0.7640 -5.1720 -0.286
C -1.6599 -0.8270 -6.6578 -0.062
C -0.7313 -1.7155 -4.4881 0.007
C -0.6982 -1.7738 -3.1029 -0.052
C 0.0935 -2.8629 -2.3785 -0.369
O 0.6888 -2.4947 -1.2424 -0.250
C 1.2541 -3.4501 -3.2687 -0.521
F 2.1091 -2.4826 -3.6431 0.142
F 1.9870 -4.3431 -2.5817 0.132
F 0.9591 -4.1136 -4.4187 0.102
C -0.9011 -4.0662 -2.1914 -0.525
F -2.0406 -3.7297 -1.5941 0.165
F -1.2890 -4.5993 -3.3858 0.115
F -0.3855 -5.1018 -1.5114 0.146
C -3.2579 -1.3136 0.8627 -0.058
C -4.5737 -1.2130 1.2912 -0.007
C -2.2320 -1.8820 1.8421 -0.334
O -0.9705 -1.4499 1.7592 -0.269
C -2.6317 -1.6288 3.3348 -0.528
F -1.5882 -1.8470 4.1442 0.156
F -3.6300 -2.3965 3.8505 0.111
F -3.0190 -0.3649 3.5631 0.143
C -2.2068 -3.4498 1.6584 -0.505
F -1.1770 -3.7862 0.8763 0.141
F -3.3208 -3.9919 1.1246 0.142
F -2.0264 -4.1384 2.8124 0.125
H -7.6717 -0.2997 0.2292 0.061
H -7.4490 -1.7764 1.1767 0.068
H -7.0694 -0.2128 1.8936 0.066
H -6.1389 -0.6562 -1.6159 0.099
H -3.8856 -0.8865 -2.4146 0.095
H -2.5721 0.9646 -2.5071 0.099
H -2.6283 1.0207 -4.9262 0.113
H -1.5215 0.1540 -7.1088 0.056
H -0.9680 -1.5300 -7.1141 0.070
H -2.6750 -1.1619 -6.8821 0.073
H -0.2039 -2.4522 -5.0721 0.110
H -4.8204 -1.4154 2.3221 0.110

***

62
Properties=species:S:1:pos:R:3:lowdin_charge:R:1 method="wB97M-V/def2-TZVPD" spin_multiplicity=1 charge=-1 e_homo_ha=-0.1315
Ag -1.1938 -0.1609 0.0405 0.580
C -0.8864 1.3300 6.0787 -0.104
C -1.0498 2.5332 5.1551 -0.277
N -1.9091 2.2692 4.0229 -0.059
C -1.5010 1.6036 2.8925 -0.920
S -2.7290 1.1504 1.8029 0.463
N -0.1901 1.3908 2.8538 -0.036
N 0.2880 0.9026 1.6842 -0.010
C 1.5524 0.6589 1.6979 -0.307
C 2.4041 0.8486 2.9206 -0.058
C 2.2005 0.2800 0.4245 -0.233
C 3.5297 0.6356 0.1638 -0.028
C 4.0814 0.3146 -1.0632 -0.083
C 3.3092 -0.3519 -2.0031 -0.080
C 2.0048 -0.6727 -1.6562 -0.164
N 1.4744 -0.3784 -0.4802 0.091
H -0.2099 1.5519 6.9080 0.061
H -0.4822 0.4895 5.5140 0.036
H -1.8474 1.0252 6.4990 0.065
H -0.0765 2.8333 4.7701 0.095
H -1.4689 3.3845 5.7001 0.102
H -2.9009 2.2121 4.1800 0.088
H 1.8647 0.4854 3.7952 0.061
H 2.6018 1.9093 3.1077 0.081
H 3.3542 0.3227 2.8317 0.063
H 4.1092 1.1746 0.9000 0.101
H 5.1039 0.5959 -1.2859 0.099
H 3.6975 -0.6142 -2.9784 0.097
H 1.3478 -1.1936 -2.3469 0.105
C 0.3983 0.8939 -4.3621 -0.113
N -0.8118 1.6790 -4.2370 -0.275
C -0.4972 3.0898 -4.2541 -0.132
C -1.5396 1.3290 -3.0148 -0.203
C -2.0983 -0.0777 -3.0101 -0.294
C -2.7078 -0.5482 -4.1731 -0.086
C -3.2814 -1.8091 -4.2126 -0.134
C -3.2606 -2.5929 -3.0678 -0.139
C -2.6589 -2.1085 -1.9128 -0.185
C -2.0427 -0.8469 -1.8326 -0.192
H 0.8758 1.0912 -5.3254 0.078
H 0.1562 -0.1671 -4.3041 0.077
H 1.1255 1.1242 -3.5633 0.073
H 0.0349 3.3453 -5.1738 0.074
H 0.1368 3.3907 -3.4003 0.084
H -1.4146 3.6792 -4.2135 0.077
H -2.3589 2.0488 -2.9141 0.120
H -0.9038 1.4506 -2.1201 0.087
H -2.7168 0.0822 -5.0567 0.098
H -3.7471 -2.1706 -5.1232 0.082
H -3.7186 -3.5777 -3.0761 0.082
H -2.6796 -2.7391 -1.0261 0.063
Br -1.5731 -2.0479 3.7381 0.733
C -0.3424 -2.5798 2.3960 -0.762
C 0.9719 -2.8428 2.7660 -0.127
C 1.8255 -3.2898 1.7761 -0.079
C 1.3478 -3.4470 0.4812 -0.081
C 0.0356 -3.0980 0.2204 -0.161
N -0.7998 -2.6642 1.1694 0.022
H 1.2967 -2.7021 3.7864 0.094
H 2.8601 -3.5067 2.0127 0.103
H 1.9868 -3.7906 -0.3206 0.100
H -0.3773 -3.1278 -0.7811 0.090

***

15
Properties=species:S:1:pos:R:3:lowdin_charge:R:1 method="wB97M-V/def2-TZVPD" spin_multiplicity=1 e_above_lowest_kj_mol=352.2 charge=0 e_homo_ha=-0.3329
N 1.6344 -1.1826 -0.8344 -0.017
C 1.2500 -0.5167 0.4120 -0.428
C 0.0737 -1.3084 1.0866 -0.370
S -1.3173 -1.1453 -0.1709 0.875
N -1.4473 0.6371 0.1839 -0.319
O -2.3557 1.3138 -0.2545 -0.045
C 1.0182 0.8133 -0.0559 -0.603
O 0.9996 1.0599 -1.2197 0.124
O 1.2514 1.7046 0.9537 0.124
H 2.0769 -2.2433 -0.7039 0.170
H 1.0803 -0.9900 -1.6420 0.041
H 2.0848 -0.6161 1.0620 0.139
H -0.1628 -0.7032 1.9678 0.062
H 0.4659 -2.4084 1.4750 0.152
H 1.0087 2.5481 0.6365 0.097

***

15
Properties=species:S:1:pos:R:3:lowdin_charge:R:1 method="wB97M-V/def2-TZVPD" spin_multiplicity=1 e_above_lowest_kj_mol=47.5 charge=0 e_homo_ha=-0.3300
C 0.5871 -2.0256 -0.8498 -0.122
C -0.6873 -1.5063 -0.1424 -0.262
C -1.1152 -0.0779 -0.5143 -0.284
C -0.7673 0.9318 0.5822 -0.599
S 0.9714 1.3762 0.4546 0.717
H 0.6966 -1.5157 -1.8219 0.066
H 1.5466 -1.8201 -0.3857 0.059
H 0.5375 -3.0681 -1.1662 0.063
H -0.4444 -1.5716 0.9216 0.097
H -1.4562 -2.2587 -0.3161 0.098
H -2.1958 -0.0940 -0.6094 0.105
H -0.5306 0.2135 -1.3876 0.084
H -0.9574 0.5160 1.5843 0.067
H -1.4995 1.7443 0.6467 0.075
H 0.9977 2.4118 1.2823 -0.163

***

14
Properties=species:S:1:pos:R:3:lowdin_charge:R:1 method="wB97M-V/def2-TZVPD" spin_multiplicity=3 e_above_lowest_kj_mol=25.9 charge=+4 e_homo_ha="-0.9585 / -0.9584"
Lu -1.0265 -1.7360 -1.8895 1.271
Au 1.6377 1.4547 1.5483 1.368
Cl -0.5512 0.3087 -3.0059 0.107
Cl 1.1446 -2.6439 -0.2567 0.451
C 1.5124 2.0514 3.3304 -0.053
C -3.2902 -1.8237 -1.3983 0.005
C -1.5793 -0.6672 0.0533 -0.129
O 1.4210 2.3963 4.4353 0.334
O -4.4172 -1.7509 -1.1226 0.290
O -2.0020 -0.1216 0.9790 0.240
N 1.7600 0.7351 -0.3991 -0.006
H 1.8255 -0.2950 -0.4105 -0.018
H 2.5955 1.1035 -0.8650 0.132
H 0.9698 0.9886 -0.9987 0.009

***

no.,total energy (eV)
1,-42923.235
2,-35213.532
3,-21704.245
4,-114975.355
5,-119176.835
6,-23162.317
7,-15144.875
8,-73096.486